1.
Entry from the OMol25 dataset: an isolated molecule of BBr2H2OP (ωB97M-V/def2-TZVPD).

The geometry in XYZ format:
```
7
Properties=species:S:1:pos:R:3:forces:R:3:mulliken_charge:R:1
Br 1.98547 -1.94620 0.15923 0.2 -0.1 -0.1 -0.127
Br -1.82022 0.01143 -1.63508 0.1 0.0 -0.2 -0.213
P -0.94825 -0.58629 0.34085 0.1 0.1 0.3 0.154
O -0.98934 0.82150 1.18690 -0.2 0.0 0.0 -0.463
B 0.92136 -0.43241 -0.19893 -0.2 -0.2 0.1 0.381
H 1.43608 0.56677 -0.57707 -0.1 0.0 0.0 -0.052
H -0.58510 1.56519 0.72411 0.0 0.1 0.0 0.320
```
Forces are in eV/Å.

Output
electronic energy	-5590.71962	a.u.
E_HOMO	-9.401	eV
energy above the lowest of the compared OMol25 structures with the same formula, charge and spin	4.3	kJ/mol
SMILES	OP(Br)BBr
frontier orbital gap	8.6	eV

2.
Entry from the OMol25 dataset: a cluster of 8 separate species, C10H36O8 in total at a distorted geometry (ωB97M-V/def2-TZVPD).

The geometry in XYZ format:
```
54
Properties=species:S:1:pos:R:3:forces:R:3:mulliken_charge:R:1
O -0.01575 -3.16999 -2.16579 0.2 -0.1 -0.1 -0.555
O -1.10186 3.54882 -1.39567 -0.1 -0.1 -0.3 -0.545
O 0.38317 1.84016 0.17608 -0.4 -0.5 -0.2 -0.363
O 2.40413 0.80387 -2.76143 0.1 0.1 -0.1 -0.510
O -4.77323 -1.23716 -0.29542 0.0 0.0 0.1 -0.534
O 3.02025 -1.59157 1.34170 0.1 0.1 0.1 -0.452
O 2.22551 2.71638 2.15754 0.0 -0.1 0.0 -0.492
O 0.65291 -2.80454 0.58752 0.0 0.4 0.0 -0.550
C -3.45519 3.52833 -0.77096 -0.6 -0.1 -0.8 -1.135
C -0.33345 -1.92610 -2.74095 -0.2 0.1 0.1 -0.051
C -0.26157 -2.58595 1.65748 -0.1 -0.3 0.2 0.496
C -2.32534 2.86419 -1.57538 -0.3 0.0 0.5 0.458
C 0.61483 0.43409 0.04409 0.5 0.0 0.7 0.219
C -0.62482 -3.90835 2.29307 -0.3 0.0 -0.1 -1.466
C 1.66420 2.01447 -2.90420 0.2 0.4 0.2 -0.497
C -3.85837 -0.38599 0.39199 -0.1 -0.4 -0.6 -0.160
C 2.08848 2.10498 3.43103 0.4 0.2 0.6 -0.480
C 4.00311 -2.42533 0.74598 0.4 -0.2 -0.3 -0.682
H 0.76273 0.02453 1.04925 0.0 -0.1 -0.1 -0.215
H 0.28707 -3.02728 -1.25805 -0.2 -0.1 0.2 0.419
H 0.84359 2.13372 0.97275 0.2 0.2 -0.2 0.100
H -3.09802 4.10788 0.07478 0.2 -0.2 0.1 0.328
H 0.27125 -4.44049 2.60660 0.0 0.0 0.0 0.325
H -0.21879 -0.11739 -0.38742 -0.2 0.4 -0.2 -0.102
H -3.55823 -0.91408 1.29300 -0.1 0.1 0.1 0.264
H -1.16202 -2.08758 1.28358 0.0 0.1 0.0 0.076
H 3.49220 -3.13309 0.09609 -0.1 0.0 0.1 0.253
H 3.44981 -1.05571 2.01243 -0.1 0.1 0.0 0.248
H -2.96796 -0.23706 -0.22852 0.0 0.2 0.1 -0.118
H -4.02508 4.20718 -1.41349 0.2 0.1 0.1 0.312
H 1.61966 2.80320 4.12799 -0.2 -0.1 -0.1 0.242
H -4.32642 0.57209 0.61735 0.2 0.1 0.2 0.239
H 3.06043 1.85876 3.87279 -0.1 -0.1 -0.2 0.323
H 3.15366 2.88717 1.98651 0.0 0.0 -0.1 0.291
H 1.33113 -2.12320 0.69661 0.2 -0.2 -0.1 0.186
H 4.70423 -1.85728 0.12540 -0.1 0.1 0.1 0.278
H -1.33299 -1.57984 -2.43496 0.1 0.0 0.0 0.158
H -0.58648 3.00186 -0.78515 0.3 0.1 0.0 0.427
H -1.26388 -3.73969 3.16198 0.0 0.0 0.0 0.395
H 2.33632 0.31456 -3.58468 0.0 -0.1 0.0 0.283
H 2.03318 2.74067 -2.17706 0.0 -0.3 0.1 0.169
H -1.17939 -4.52491 1.58418 0.1 -0.1 0.0 0.334
H -5.17996 -0.72407 -0.99798 0.0 -0.1 -0.1 0.287
H 0.60353 1.87603 -2.69571 -0.1 0.0 -0.2 0.147
H 0.39346 -1.15158 -2.47853 0.0 0.0 -0.1 -0.176
H 1.82410 2.48862 -3.87659 -0.2 -0.2 -0.1 0.390
H -2.59284 2.83314 -2.63504 0.1 0.2 0.0 0.364
H -2.23225 1.81307 -1.27575 0.1 0.1 0.1 -0.373
H 4.57485 -2.98835 1.48848 -0.1 0.0 0.0 0.316
H -0.34960 -2.05068 -3.82304 0.0 0.0 0.0 0.338
H 1.51680 0.24084 -0.53881 -0.1 0.0 -0.1 0.269
H 1.49829 1.19355 3.35198 -0.1 0.0 0.0 0.106
H 0.20197 -1.95027 2.42091 0.0 0.1 -0.1 0.147
H -4.19138 2.78535 -0.44858 0.1 0.0 0.2 0.270
```
Forces are in eV/Å.

Output
electronic energy	-1004.38726	a.u.
E_HOMO	-9.541	eV
energy above the lowest of the compared OMol25 structures with the same formula, charge and spin	288.6	kJ/mol
SMILES	CCO.CCO.CO.CO.CO.CO.CO.CO
frontier orbital gap	9.6	eV

3.
Entry from the OMol25 dataset: a structure of composition C13H29N2O3PdSi at a distorted geometry (ωB97M-V/def2-TZVPD).

The geometry in XYZ format:
```
49
Properties=species:S:1:pos:R:3:forces:R:3:mulliken_charge:R:1
Pd -0.42493 -1.31069 0.02089 -2.2 -0.4 0.5 -0.412
Si -2.66477 -1.74810 -0.54717 -0.2 0.2 -0.3 0.505
O 2.27436 -1.14800 -0.05264 -0.3 -0.1 0.2 -0.409
O 2.58055 -1.38727 3.48452 -0.1 0.0 0.0 -0.783
O 0.75146 -1.07862 2.21666 0.2 0.0 -0.3 -0.615
N 0.30508 3.61299 -0.39731 0.0 0.1 0.0 0.019
N 0.45156 1.13515 -0.51001 -0.2 0.2 0.1 0.191
C 0.86813 3.09951 0.89585 0.2 -0.2 0.3 -0.887
C -3.61785 -0.83687 -2.00896 0.2 -0.1 0.1 -1.392
C 4.24107 -1.25491 1.25914 0.0 -0.1 0.0 -1.804
C 2.80942 -1.74761 1.12133 -0.2 0.0 0.3 1.903
C 1.18398 3.22453 -1.54693 0.2 -0.2 -0.3 -0.563
C -0.95335 1.51030 -0.61175 0.2 0.0 -0.1 -0.369
C 1.96802 -1.36253 2.40203 0.2 0.1 -0.1 0.206
C 1.01529 1.56343 0.76155 -0.1 -0.1 -0.1 0.048
C -3.81837 -1.07783 0.89124 0.2 -0.2 0.1 -1.325
C 1.21885 1.66787 -1.60623 0.0 0.0 0.1 -0.845
C -3.43322 -3.49948 -0.88560 0.2 0.1 0.2 -1.291
C 2.73738 -3.26958 0.98355 0.0 0.1 0.0 -1.671
C -1.07374 3.06060 -0.59568 -0.3 -0.3 -0.1 -0.961
H 2.06119 1.26731 0.78402 0.1 -0.1 0.0 -0.024
H -4.68956 -1.06583 -1.95361 0.0 0.0 0.0 0.410
H -3.25393 -1.17268 -2.98588 0.0 0.0 0.0 0.282
H 4.64436 -1.57702 2.21647 0.0 0.0 0.0 0.359
H -1.46167 3.45963 -1.53363 0.1 0.1 0.0 0.308
H -1.48314 1.02791 0.21275 0.0 0.1 0.0 0.191
H -4.10908 -0.03451 0.71487 0.0 0.0 0.0 0.303
H 0.76100 3.66170 -2.45178 -0.1 0.1 0.1 0.301
H -3.29392 -1.11280 1.85003 0.0 0.0 0.0 0.274
H 3.37355 -3.60549 0.16002 0.0 0.0 0.0 0.365
H 0.25187 4.62633 -0.35402 0.0 0.0 0.0 0.288
H -3.18926 -3.81812 -1.90400 0.0 0.0 0.0 0.272
H 0.17836 3.38046 1.69158 -0.1 0.1 -0.1 0.294
H -4.74176 -1.65942 1.00358 -0.1 0.0 -0.1 0.368
H 2.23897 1.29494 -1.51798 0.0 0.0 0.0 0.268
H 2.17013 3.65622 -1.37490 -0.1 0.1 0.1 0.341
H 1.82339 3.59704 1.06882 0.0 0.1 -0.1 0.361
H 1.70203 -3.53912 0.75853 0.0 -0.1 0.0 0.275
H -3.51902 0.25646 -1.98040 0.0 0.0 0.0 0.319
H 4.85884 -1.63587 0.44055 0.0 0.0 0.0 0.368
H 4.26616 -0.16191 1.22960 0.0 0.0 0.0 0.355
H 0.52155 1.01229 1.56366 0.0 0.0 0.0 0.381
H 0.80083 1.30322 -2.54506 0.0 0.0 0.0 0.574
H -3.03392 -4.25185 -0.20046 0.0 0.0 0.0 0.304
H 1.25728 -1.30426 0.01772 2.1 0.1 -0.4 0.321
H -4.52562 -3.49415 -0.78728 0.0 0.1 0.0 0.319
H 3.03673 -3.76836 1.90693 0.0 0.0 0.0 0.369
H -1.36468 1.09107 -1.52824 0.0 0.0 0.0 0.544
H -1.69959 3.41393 0.22367 0.1 0.1 0.0 0.362
```
Forces are in eV/Å.

Output
net charge	-1
electronic energy	-1265.27440	a.u.
E_HOMO	-1.951	eV
energy above the lowest of the compared OMol25 structures with the same formula, charge and spin	17.6	kJ/mol
frontier orbital gap	3.2	eV

4.
Entry from the OMol25 dataset: a cluster of 2 separate species, C11H15N in total at a distorted geometry (ωB97M-V/def2-TZVPD).

The geometry in XYZ format:
```
27
Properties=species:S:1:pos:R:3:forces:R:3:mulliken_charge:R:1
N -1.06738 0.42758 1.04903 -0.2 -0.7 -0.1 0.050
C 1.13706 0.77126 3.95913 0.5 0.8 0.0 -1.213
C -0.68780 1.03635 2.24000 -0.1 0.0 -0.4 -1.018
C 0.48804 0.44093 2.65251 -0.2 -0.1 0.2 0.472
C -0.08192 -1.31613 -0.47904 -0.7 -0.9 0.1 -0.763
C 1.99642 -1.35987 1.48107 0.8 -0.1 0.2 -0.707
C 0.84928 -0.53118 1.67913 -0.2 -0.2 0.1 0.708
C 2.07429 -2.16710 0.33085 -0.2 0.3 0.1 -0.474
C -1.63988 1.81741 -3.84470 -0.2 0.1 1.0 -1.001
C -0.17786 -0.56528 0.71433 0.7 0.8 -0.1 -0.173
C -1.43119 0.36525 -3.43307 -0.1 0.0 -0.9 -0.796
C 1.04026 -2.21015 -0.57912 -0.1 0.4 0.0 -0.614
H 0.74948 0.25632 4.84495 -0.1 -0.2 -0.2 0.232
H 2.99072 -2.70630 0.11907 0.0 -0.2 0.1 0.305
H 2.22676 0.65715 3.96513 -0.1 -0.3 -0.2 0.312
H -0.92946 2.16897 -4.58375 -0.2 -0.1 -0.5 0.305
H -0.40361 0.21061 -3.10721 -0.2 -0.2 0.4 0.302
H -1.00675 -1.63073 -0.97518 0.2 0.4 -0.2 0.315
H -1.30487 1.79389 2.69373 0.0 0.0 0.1 0.381
H -1.62359 -0.31075 -4.27065 0.1 0.0 -0.2 0.347
H -2.68468 2.02224 -4.09388 0.2 0.0 -0.5 0.302
H -1.44495 2.44140 -2.97220 0.0 0.1 0.2 0.299
H -2.16027 0.06368 -2.68547 0.3 0.1 0.4 0.216
H 0.98800 1.84455 4.12700 -0.1 0.0 0.2 0.328
H 1.09228 -2.86511 -1.43386 0.1 -0.2 -0.2 0.384
H 2.85471 -1.30969 2.14552 -0.1 0.0 0.1 0.292
H -1.84308 0.65470 0.45665 -0.1 0.2 0.2 0.211
```
Forces are in eV/Å.

Output
net charge	-1
electronic energy	-482.85894	a.u.
E_HOMO (alpha / beta)	0.590 / -2.724	eV
energy above the lowest of the compared OMol25 structures with the same formula, charge and spin	29.3	kJ/mol
2S+1	2
frontier orbital gap (alpha / beta)	2.9 / 6.1	eV

5.
Entry from the OMol25 dataset: a cluster of 2 separate species, C22H25N3O5 in total at a distorted geometry (ωB97M-V/def2-TZVPD).

The geometry in XYZ format:
```
55
Properties=species:S:1:pos:R:3:forces:R:3:mulliken_charge:R:1
O 4.81246 2.80249 -0.51933 -0.1 -0.2 -0.3 -0.664
O 0.75858 -1.97054 2.95638 0.5 0.0 0.0 -0.597
O 3.17798 1.35578 -4.50788 -0.1 -0.6 0.5 -0.701
O -1.85374 -2.09349 3.70714 -1.1 -0.4 0.9 -0.648
O -3.37792 -2.91460 5.15712 0.3 0.0 -0.9 -0.482
N 2.65143 2.41434 -1.00760 -0.8 -0.5 -1.2 0.179
N 3.07317 3.42827 -3.83625 -0.2 1.4 0.5 -0.152
N -2.32775 -3.16372 -0.67136 0.4 -0.5 -0.6 0.075
C -0.07502 -0.96883 0.93586 0.9 0.2 -0.6 -0.331
C -3.45508 -1.00220 -1.38639 -0.2 0.5 -0.2 -0.756
C 3.62404 2.93592 -0.26191 1.4 0.5 0.7 0.694
C -3.12602 -2.04122 -0.51381 0.3 -0.2 -0.2 -0.665
C -4.28016 0.03482 -0.93048 0.5 -0.8 0.0 -0.592
C 1.50864 -0.22898 -0.77301 0.1 0.2 0.2 0.784
C 3.06382 4.60562 -2.96999 0.1 -0.3 0.1 -0.727
C -4.43607 -1.03046 1.25084 -0.2 0.6 -0.5 -0.410
C -2.80341 -2.82570 3.93814 0.9 0.3 -1.0 0.588
C 2.88131 1.50259 -2.13713 0.0 0.1 0.5 0.274
C 3.05247 2.11619 -3.55532 0.0 -0.8 -0.5 -0.106
C -4.76627 0.02225 0.38604 0.2 -0.6 0.5 -0.754
C 2.57633 -0.67306 0.03580 -1.3 -0.3 0.6 -0.560
C -3.37340 -3.72570 2.83847 -0.4 0.4 -0.1 -1.138
C -3.08792 -3.25956 1.42904 0.3 -0.1 0.1 0.891
C 0.99398 -1.40797 1.74388 -0.4 0.4 -0.6 0.446
C -3.61466 -2.06206 0.78847 -0.1 -0.5 1.0 1.353
C 1.77880 0.42443 -2.12331 -0.2 -0.2 -0.1 -1.247
C -2.30165 -3.90622 0.50562 -0.8 1.1 0.4 -0.980
C 2.31937 -1.25823 1.29055 -0.5 0.3 -0.6 -0.784
C 0.18265 -0.38714 -0.32063 1.0 -0.4 0.9 -0.837
C 3.19585 3.74163 0.94181 0.0 -0.2 -0.1 -1.295
H 2.60243 3.11149 1.60289 -0.1 0.1 0.1 0.321
H -1.08997 -1.07487 1.28780 -0.1 -0.1 0.1 0.520
H -0.18686 -1.95768 3.18276 0.1 0.0 -0.3 0.427
H 0.85555 0.88020 -2.48416 -0.1 -0.1 -0.1 0.446
H -4.54330 0.85077 -1.59706 0.1 -0.1 0.1 0.406
H -4.80920 -1.04402 2.26959 0.0 0.0 -0.1 0.391
H -4.45645 -3.78862 2.97036 0.0 -0.2 0.2 0.383
H 3.59857 -0.56508 -0.30035 0.1 0.0 0.0 0.376
H 3.18782 3.60520 -4.82243 0.0 -0.2 0.0 0.292
H 3.82408 0.98912 -1.94802 0.2 0.2 0.0 0.272
H -2.88000 -2.29840 5.71636 0.0 0.0 0.1 0.363
H 2.60955 4.59812 0.61512 -0.2 0.1 0.1 0.308
H -2.96468 -4.72826 2.98152 0.0 0.0 0.1 0.406
H 3.95381 4.60584 -2.33726 -0.1 0.1 0.1 0.234
H 3.13019 -1.59779 1.91719 0.1 0.0 0.1 0.448
H 1.70141 2.53990 -0.70037 0.0 -0.1 0.0 0.274
H -1.75664 -4.83208 0.66797 0.0 0.3 -0.5 0.388
H 3.08362 5.50760 -3.58407 0.0 -0.2 0.0 0.352
H -5.40178 0.82935 0.73786 0.1 -0.1 0.0 0.387
H -1.81088 -3.39070 -1.51958 -0.3 0.1 0.6 0.230
H 2.16368 4.62584 -2.35506 0.1 0.1 0.0 0.230
H 2.05118 -0.36452 -2.82578 0.0 0.3 -0.2 0.436
H -0.64530 -0.05399 -0.93057 -0.1 0.1 -0.1 0.440
H -3.07515 -0.99740 -2.40293 0.0 0.0 0.0 0.448
H 4.08652 4.08532 1.46743 -0.1 -0.1 -0.1 0.362
```
Forces are in eV/Å.

Output
electronic energy	-1393.87994	a.u.
E_HOMO	-8.034	eV
energy above the lowest of the compared OMol25 structures with the same formula, charge and spin	89.6	kJ/mol
SMILES	CNC(=O)[C@H](Cc1ccc(O)cc1)NC(C)=O.O=C(O)Cc1c[nH]c2ccccc12
frontier orbital gap	8.5	eV

Question: Which of these has the lowest electronic energy?
Answer: BBr2H2OP

Question: What is the formula in the second record?
Answer: C10H36O8